No. 1
# C22H21I2N8Rh

A molecular structure, C22H21I2N8Rh at a distorted geometry (ωB97M-V/def2-TZVPD, the Open Molecules 2025 dataset).

XYZ file:
```
54
Properties=species:S:1:pos:R:3:forces:R:3:nbo_charge:R:1
Rh 0.34357 0.65249 -0.34930 0.570 -0.101 1.122 1.09
N 4.30207 0.04419 1.89000 -0.679 0.160 0.276 -0.30
C 2.99647 0.30779 2.02290 0.053 -0.111 0.091 0.21
N 2.49087 0.58279 0.83470 -0.404 0.150 -0.509 -0.52
C 3.55287 0.46289 -0.01150 0.123 -0.113 1.053 0.27
N 4.65967 0.13779 0.62090 0.479 0.008 -1.107 -0.20
C 3.42107 0.62409 -1.44230 0.756 0.023 -0.821 0.11
C 4.54907 0.67649 -2.28000 -0.704 -0.107 0.918 0.07
N 4.40237 0.73979 -3.57640 0.879 0.044 -0.832 -0.32
C 3.19677 0.78409 -4.09640 -0.803 -0.024 0.367 0.03
C 2.06547 0.77719 -3.27470 0.256 0.097 -0.723 0.02
N 2.19377 0.68549 -1.96130 -0.502 -0.126 1.006 -0.44
H 4.98397 -0.21281 2.59290 -0.093 0.065 -0.028 0.45
H 2.46177 0.26779 2.95230 -0.070 -0.039 0.214 0.24
H 5.54677 0.64609 -1.86640 0.079 0.009 0.044 0.24
H 3.11167 0.81329 -5.17270 -0.062 0.061 -0.082 0.23
H 1.07417 0.85089 -3.70050 -0.097 -0.045 0.120 0.23
N 0.06787 2.14299 1.46940 0.756 -0.216 -1.165 -0.77
C -1.22743 1.96929 1.99780 -1.343 -0.458 0.601 0.09
C -2.11423 3.04449 2.07960 0.403 -0.219 -0.056 -0.22
C -3.34633 2.88349 2.68020 -0.180 -0.329 0.073 -0.17
C -3.70973 1.64199 3.19590 0.133 0.148 -0.025 -0.17
C -2.85433 0.55909 3.07150 -0.046 0.135 -0.071 -0.20
C -1.61203 0.69039 2.45690 0.086 0.708 -0.263 -0.02
C -0.74983 -0.48871 2.25720 0.059 0.071 -0.114 -0.07
C -0.71783 -1.48931 3.24170 0.148 0.087 -0.169 -0.19
C -0.01173 -2.66131 3.06580 -0.055 -0.099 0.132 -0.19
C 0.67617 -2.89091 1.88810 -0.031 0.163 -0.154 -0.17
C 0.68397 -1.90621 0.90870 0.099 -0.214 -0.164 -0.30
C -0.00373 -0.72741 1.10400 0.138 -0.237 0.138 -0.03
H 0.23247 3.11529 1.20180 0.087 -0.260 0.063 0.43
H 0.79317 1.83349 2.11170 -0.076 0.134 -0.103 0.41
H -1.81703 4.01149 1.70020 0.055 0.137 -0.014 0.23
H -4.02643 3.71689 2.75330 -0.028 0.110 0.012 0.24
H -4.65933 1.51519 3.69470 -0.064 0.013 -0.041 0.24
H -3.17343 -0.40831 3.43110 0.009 -0.068 -0.002 0.23
H -1.24143 -1.31641 4.16860 -0.106 0.032 0.089 0.24
H -0.00993 -3.40261 3.84940 -0.001 -0.084 0.072 0.25
H 1.19627 -3.81961 1.71240 0.070 -0.076 0.026 0.24
H 1.22607 -2.09801 -0.00820 0.066 0.057 -0.063 0.23
I -0.79573 2.78739 -1.71490 0.081 0.272 -0.009 0.02
I -3.87663 2.35489 -2.82170 -0.085 -0.015 -0.011 -0.06
C -3.59063 -1.94291 -3.21620 -0.934 -0.273 -0.143 -0.42
N -2.26993 -1.64821 -2.73280 0.480 0.426 0.387 -0.29
C -1.11273 -2.23441 -3.13600 0.703 -0.031 0.058 -0.04
C -0.10243 -1.63121 -2.44370 0.084 -0.536 -0.552 -0.10
N -0.64643 -0.68741 -1.62390 -0.054 0.476 0.276 -0.52
C -1.95553 -0.73031 -1.81750 -0.316 0.160 0.241 0.22
H -3.51823 -2.43931 -4.18070 0.023 0.036 0.029 0.24
H -4.15753 -1.02181 -3.33330 0.057 0.021 -0.017 0.24
H -4.11583 -2.59591 -2.51810 0.056 0.009 -0.061 0.23
H -1.08653 -3.01801 -3.86570 -0.013 -0.131 -0.136 0.25
H 0.94897 -1.83431 -2.49610 0.140 0.012 0.011 0.24
H -2.67433 -0.11421 -1.31330 -0.180 0.088 0.013 0.24
```
Forces are in eV/Å.

**E**: -1994.34546 hartree
**LUMO (spin up / spin down)**: -6.9 / -9.6 eV
**Multiplicity**: 5
**F_max**: 1.54 eV Å⁻¹
**HOMO level (spin up / spin down)**: -14.20 / -14.21 eV
**Charge**: +2
**Kohn-Sham gap (spin up / spin down)**: 7.330 / 4.628 eV

No. 2
# C6H7N

2 unconnected molecules or ions with the total composition C6H7N at a distorted geometry (ωB97M-V/def2-TZVPD, the Open Molecules 2025 dataset).

XYZ file:
```
14
Properties=species:S:1:pos:R:3:forces:R:3:nbo_charge:R:1
N -0.52590 3.23220 -1.03239 0.215 -1.050 0.181 -0.31
C -0.28866 2.11696 -0.82196 -0.193 0.930 -0.174 0.27
C -0.01888 0.74188 -0.55735 0.133 -0.134 0.063 -0.15
C 1.10428 0.24224 0.00192 -0.105 0.086 -0.151 -0.14
C 0.96810 -1.20739 0.13307 -0.131 -0.070 -0.066 -0.25
C -0.22951 -1.58214 -0.35103 0.094 0.035 0.068 -0.14
C -0.98779 -0.37928 -0.82863 0.005 -0.006 -0.002 -0.47
H 1.96299 0.82477 0.31729 -0.134 -0.086 -0.058 0.23
H 1.71826 -1.85906 0.56677 -0.101 0.103 -0.098 0.23
H -0.62047 -2.59280 -0.39099 0.058 0.166 0.008 0.22
H -1.26523 -0.44485 -1.88923 0.073 0.013 0.131 0.26
H -1.92642 -0.24518 -0.27198 0.135 -0.002 -0.054 0.26
H -0.00222 0.69151 2.28834 0.040 -0.041 0.230 0.00
H 0.24022 0.46781 2.95777 -0.088 0.055 -0.078 0.00
```
Forces are in eV/Å.

**SMILES**: N#CC1=CC=CC1.[H][H]
**Relative energy (zero: lowest compared OMol25 entry of this formula, charge and spin)**: 205.0 kJ/mol
**E**: -287.50915 hartree
**LUMO**: 0.1 eV
**F_max**: 1.09 eV Å⁻¹
**HOMO level**: -9.20 eV
**Kohn-Sham gap**: 9.351 eV

No. 3
# CH2N2O3

2 unconnected molecules or ions with the total composition CH2N2O3 at a distorted geometry (ωB97M-V/def2-TZVPD, the Open Molecules 2025 dataset).

XYZ file:
```
8
Properties=species:S:1:pos:R:3:forces:R:3:nbo_charge:R:1
O -1.57049 -1.79015 0.21237 0.935 -1.437 0.329 -0.37
N -2.25142 -0.87549 -0.13250 -0.491 0.226 -0.046 0.35
N -2.79850 0.09928 0.10855 0.144 -0.265 0.062 0.36
O -3.49419 1.01712 -0.17206 -0.920 1.353 -0.260 -0.34
C 0.36644 0.02835 -0.52672 0.621 0.060 0.496 0.28
O 0.04182 -0.05145 -1.67132 -0.166 0.040 -0.471 -0.50
H 0.98827 -0.72772 -0.02233 0.051 -0.131 -0.118 0.12
H 0.08839 0.88476 0.11084 -0.173 0.155 0.008 0.10
```
Forces are in eV/Å.

**SMILES**: O=NN=O.C=O
**Relative energy (zero: lowest compared OMol25 entry of this formula, charge and spin)**: 451.4 kJ/mol
**E**: -374.30718 hartree
**LUMO**: -0.7 eV
**F_max**: 1.75 eV Å⁻¹
**HOMO level**: -10.28 eV
**Kohn-Sham gap**: 9.627 eV

No. 4
# C3H6N2O3

A molecular structure, C3H6N2O3 at a distorted geometry (ωB97M-V/def2-TZVPD, the Open Molecules 2025 dataset).

XYZ file:
```
14
Properties=species:S:1:pos:R:3:forces:R:3:nbo_charge:R:1
C 0.18315 -0.42932 -0.76316 6.697 3.312 -0.959 0.29
C -0.09061 -0.06815 0.57960 -0.291 4.163 5.533 -0.08
C -1.07542 1.07425 0.58060 -3.028 0.998 4.566 0.41
H 0.35203 -2.24577 -1.81097 -2.874 3.747 1.332 0.40
H -0.53005 -2.09132 -0.40472 -0.961 1.112 -1.564 0.40
H 2.24857 1.80234 -1.44223 -1.592 -2.784 2.743 0.49
H 0.73381 0.50811 1.25389 -0.659 -0.752 -2.617 0.26
H -1.12085 -0.38186 2.42597 2.181 -1.838 -4.828 0.53
H -0.86408 1.98541 -0.14876 -1.026 -1.732 1.527 0.19
N -0.42211 -1.44592 -1.26592 0.240 -9.736 -1.340 -0.76
N 1.17933 0.10863 -1.42699 -0.848 0.465 0.416 -0.19
O 1.83989 1.14894 -0.68099 0.855 2.096 -2.889 -0.61
O -0.51417 -0.97892 1.50638 -2.143 -0.645 3.272 -0.74
O -1.91948 1.01356 1.59730 3.450 1.593 -5.192 -0.58
```
Forces are in eV/Å.

**Relative energy (zero: lowest compared OMol25 entry of this formula, charge and spin)**: 736.5 kJ/mol
**E**: -452.92050 hartree
**LUMO**: -0.1 eV
**F_max**: 9.83 eV Å⁻¹
**HOMO level**: -8.98 eV
**Kohn-Sham gap**: 8.914 eV

No. 5
# CH4NP

2 unconnected molecules or ions with the total composition CH4NP at a distorted geometry (ωB97M-V/def2-TZVPD, the Open Molecules 2025 dataset).

XYZ file:
```
7
Properties=species:S:1:pos:R:3:forces:R:3:nbo_charge:R:1
C -0.47351 -0.39975 -0.16155 -0.849 4.010 4.476 0.02
N -0.85177 -0.81411 -1.21300 -0.236 -1.547 -2.621 -0.66
P 1.02506 -0.74300 0.80246 -0.941 1.116 1.617 0.30
H -1.31935 0.84528 0.71451 1.522 -2.562 -1.717 -0.06
H -1.68486 -0.46630 -1.63140 -0.735 0.245 -0.182 0.38
H 1.10737 0.68603 1.28968 0.368 -1.661 -0.949 0.02
H 1.81692 -0.79878 -0.31498 0.871 0.400 -0.625 -0.01
```
Forces are in eV/Å.

**Relative energy (zero: lowest compared OMol25 entry of this formula, charge and spin)**: 250.0 kJ/mol
**E**: -436.46874 hartree
**LUMO**: 0.5 eV
**F_max**: 6.07 eV Å⁻¹
**HOMO level**: -8.86 eV
**Kohn-Sham gap**: 9.394 eV

What did the fourth record say?
# C3H6N2O3

A molecular structure, C3H6N2O3 at a distorted geometry (ωB97M-V/def2-TZVPD, the Open Molecules 2025 dataset).

XYZ file:
```
14
Properties=species:S:1:pos:R:3:forces:R:3:nbo_charge:R:1
C 0.18315 -0.42932 -0.76316 6.697 3.312 -0.959 0.29
C -0.09061 -0.06815 0.57960 -0.291 4.163 5.533 -0.08
C -1.07542 1.07425 0.58060 -3.028 0.998 4.566 0.41
H 0.35203 -2.24577 -1.81097 -2.874 3.747 1.332 0.40
H -0.53005 -2.09132 -0.40472 -0.961 1.112 -1.564 0.40
H 2.24857 1.80234 -1.44223 -1.592 -2.784 2.743 0.49
H 0.73381 0.50811 1.25389 -0.659 -0.752 -2.617 0.26
H -1.12085 -0.38186 2.42597 2.181 -1.838 -4.828 0.53
H -0.86408 1.98541 -0.14876 -1.026 -1.732 1.527 0.19
N -0.42211 -1.44592 -1.26592 0.240 -9.736 -1.340 -0.76
N 1.17933 0.10863 -1.42699 -0.848 0.465 0.416 -0.19
O 1.83989 1.14894 -0.68099 0.855 2.096 -2.889 -0.61
O -0.51417 -0.97892 1.50638 -2.143 -0.645 3.272 -0.74
O -1.91948 1.01356 1.59730 3.450 1.593 -5.192 -0.58
```
Forces are in eV/Å.

**Relative energy (zero: lowest compared OMol25 entry of this formula, charge and spin)**: 736.5 kJ/mol
**E**: -452.92050 hartree
**LUMO**: -0.1 eV
**F_max**: 9.83 eV Å⁻¹
**HOMO level**: -8.98 eV
**Kohn-Sham gap**: 8.914 eV